The following is a DFT calculation (ωB97M-V/def2-TZVPD) of C35H50BrF2N3O3PrS3SbSi as an isolated structure at a distorted geometry.

Values from the calculation:
HOMO energy (alpha / beta), eV: -4.7969 / -4.9323
Frontier orbital gap (alpha / beta), eV: 6.927 / 5.740
⟨S²⟩: 3.766
Multiplicity: 4
Net charge: -1

CARTESIAN COORDINATES (ANGSTROEM)
Pr1 -0.952 0.192 -0.343
S1 -5.377 0.255 1.833
Sb1 -3.168 0.842 2.102
S2 -2.551 2.276 0.253
S3 -1.799 -1.143 1.829
C1 0.317 -6.749 -2.638
O1 0.589 -5.461 -2.132
C2 0.545 -5.294 -0.785
C3 0.346 -6.324 0.125
C4 0.299 -6.048 1.486
C5 0.442 -4.753 1.948
C6 0.623 -3.720 1.039
C7 0.678 -3.978 -0.321
N1 0.864 -2.922 -1.255
C8 -0.148 -2.371 -1.983
N2 -1.278 -3.086 -2.140
C9 -2.579 -2.490 -2.116
C10 -2.769 -1.221 -1.563
C11 -4.104 -0.784 -1.563
C12 -5.153 -1.552 -2.047
C13 -4.916 -2.817 -2.568
C14 -3.613 -3.285 -2.607
O2 -3.250 -4.533 -3.080
C15 -4.278 -5.332 -3.607
N3 0.015 -1.155 -2.454
C16 -0.650 -0.828 -3.645
C17 -1.364 0.356 -3.801
C18 -1.955 0.684 -5.013
C19 -1.828 -0.161 -6.098
C20 -1.084 -1.330 -5.982
C21 -0.494 -1.662 -4.776
O3 0.268 -2.782 -4.600
C22 0.743 -3.428 -5.754
H1 0.350 -6.660 -3.721
H2 -0.677 -7.096 -2.343
H3 1.065 -7.477 -2.309
H4 0.218 -7.342 -0.217
H5 0.129 -6.861 2.181
H6 0.384 -4.541 3.007
H7 0.697 -2.694 1.377
H8 1.641 -2.297 -1.098
H9 -1.250 -4.079 -1.975
H10 -4.347 0.194 -1.155
H11 -6.168 -1.173 -2.002
H12 -5.738 -3.422 -2.925
H13 -3.804 -6.243 -3.968
H14 -4.788 -4.841 -4.442
H15 -5.022 -5.592 -2.846
H16 -1.442 1.042 -2.964
H17 -2.517 1.605 -5.105
H18 -2.296 0.083 -7.043
H19 -0.971 -1.977 -6.843
H20 1.471 -4.161 -5.408
H21 1.233 -2.724 -6.434
H22 -0.056 -3.946 -6.295
F1 0.596 1.577 -1.286
C23 1.896 0.974 -0.846
F2 1.354 -0.242 -0.143
H23 2.226 0.515 -1.791
C24 1.474 2.491 5.644
C25 0.881 3.585 4.746
C26 -0.646 3.435 4.804
C27 1.274 4.954 5.321
Si1 1.524 3.413 2.926
Br1 0.419 1.542 2.140
C28 0.998 4.880 1.794
C29 1.984 6.048 1.961
C30 -0.412 5.387 2.132
C31 0.961 4.433 0.326
C32 3.401 2.947 2.818
C33 3.656 1.491 3.237
C34 4.228 3.874 3.722
C35 3.907 3.088 1.375
H24 1.039 2.573 6.646
H25 2.556 2.589 5.747
H26 1.241 1.497 5.258
H27 -0.977 3.509 5.846
H28 -0.961 2.463 4.422
H29 -1.164 4.206 4.236
H30 0.949 5.020 6.365
H31 0.801 5.773 4.777
H32 2.356 5.108 5.301
H33 2.062 6.368 3.003
H34 1.634 6.906 1.376
H35 2.984 5.795 1.606
H36 -0.471 5.822 3.132
H37 -1.155 4.592 2.037
H38 -0.682 6.170 1.417
H39 1.868 3.930 -0.002
H40 0.805 5.310 -0.313
H41 0.124 3.755 0.158
H42 3.313 1.273 4.248
H43 4.733 1.296 3.199
H44 3.168 0.800 2.551
H45 4.014 3.707 4.780
H46 4.051 4.929 3.500
H47 5.295 3.678 3.567
H48 3.326 2.477 0.678
H49 4.949 2.748 1.333
H50 3.887 4.125 1.035

Forces on atoms 1 to 2 (eV/Å):
-1.458 -1.251 -0.803
0.038 0.025 0.090

Atomic partial charges in e from the Löwdin method, atoms 1 to 99:
1 Pr -0.05
2 S -0.17
3 Sb 0.29
4 S -0.02
5 S -0.02
6 C -0.08
7 O -0.08
8 C -0.23
9 C -0.02
10 C -0.09
11 C -0.08
12 C -0.01
13 C -0.16
14 N 0.17
15 C -0.41
16 N 0.18
17 C -0.18
18 C -0.17
19 C -0.15
20 C -0.10
21 C -0.05
22 C -0.22
23 O -0.10
24 C -0.11
25 N 0.06
26 C -0.20
27 C -0.02
28 C -0.08
29 C -0.10
30 C -0.03
31 C -0.21
32 O -0.09
33 C -0.09
34 H 0.09
35 H 0.10
36 H 0.09
37 H 0.10
38 H 0.10
39 H 0.11
40 H 0.09
41 H 0.15
42 H 0.13
43 H 0.05
44 H 0.10
45 H 0.09
46 H 0.08
47 H 0.09
48 H 0.09
49 H 0.09
50 H 0.10
51 H 0.09
52 H 0.10
53 H 0.09
54 H 0.10
55 H 0.09
56 F -0.31
57 C -0.08
58 F -0.34
59 H 0.03
60 C -0.11
61 C -0.63
62 C -0.12
63 C -0.09
64 Si 0.58
65 Br 0.63
66 C -0.61
67 C -0.09
68 C -0.10
69 C -0.11
70 C -0.62
71 C -0.12
72 C -0.10
73 C -0.11
74 H 0.08
75 H 0.06
76 H 0.08
77 H 0.09
78 H 0.04
79 H 0.06
80 H 0.08
81 H 0.06
82 H 0.06
83 H 0.06
84 H 0.08
85 H 0.06
86 H 0.06
87 H 0.06
88 H 0.09
89 H 0.06
90 H 0.09
91 H 0.03
92 H 0.06
93 H 0.08
94 H 0.05
95 H 0.06
96 H 0.07
97 H 0.08
98 H 0.03
99 H 0.09